# 1
# C6H31NO10

10 unconnected molecules or ions with the total composition C6H31NO10 in a non-equilibrium geometry (ωB97M-V/def2-TZVPD, the Open Molecules 2025 dataset).

Each line ends with the Löwdin spin population.
Cartesian coordinates (Å):
C -1.671 0.008 1.843  -0.005
C -3.118 -0.362 1.362  0.002
C -0.828 -0.294 0.640  0.018
N 0.255 0.533 0.281  0.582
C 0.614 1.870 0.802  0.074
C -0.275 2.854 0.089  0.077
C 0.130 4.288 0.514  0.024
O -1.022 -1.200 -0.120  0.148
H -1.555 0.984 2.276  0.000
H -1.489 -0.727 2.551  0.000
H -3.553 -1.299 1.809  0.001
H -3.180 -0.708 0.321  0.002
H -3.859 0.459 1.435  0.000
H 0.677 0.459 -0.597  0.012
H 1.611 2.065 0.506  0.007
H 0.501 2.039 1.871  0.006
H -1.273 2.825 0.274  0.001
H -0.037 2.847 -0.952  0.000
H 1.292 4.460 0.490  0.001
H -0.187 4.982 -0.137  0.005
H -0.471 4.462 1.539  0.000
H 3.620 0.698 2.289  0.000
H 2.264 0.342 1.595  0.002
O 2.921 0.081 2.151  0.002
H 3.146 -2.097 0.444  0.000
H 1.974 -1.969 0.885  0.000
O 2.297 -2.135 -0.030  0.006
H 0.115 -2.507 3.167  0.000
H -1.147 -2.358 4.030  0.000
O -0.216 -2.182 3.987  0.000
H -0.407 -0.758 -2.029  0.000
H 0.400 -1.589 -2.794  0.000
O 0.204 -0.611 -2.716  0.000
H -0.289 0.729 -3.641  0.000
H 0.594 2.037 -3.689  0.000
O -0.315 1.727 -3.602  0.000
H 1.202 -2.913 -1.040  0.000
H -0.210 -2.271 -1.257  0.000
O 0.342 -3.096 -1.621  0.001
H -2.342 0.918 -1.890  0.001
H -1.121 1.752 -1.831  0.000
O -1.813 1.479 -1.267  0.031
H -1.157 -2.811 0.660  0.000
H -1.195 -4.301 0.275  0.000
O -1.282 -3.620 1.001  0.005
H 1.948 1.244 -2.572  0.000
H 3.267 2.077 -2.774  0.000
O 2.629 1.683 -2.119  0.000

## Properties
**Expectation value of S²**: 0.7607
**E_HOMO (alpha / beta)**: -14.04 / -14.03 eV
**Net charge**: +1
**Multiplicity**: 2
**Largest force on an atom**: 6.0 eV Å⁻¹
**Orbital gap (alpha / beta)**: 0.387 / 0.194 hartree
**Energy above the lowest of the compared OMol25 structures with the same formula, charge and spin**: 493.7 kJ/mol

# 2
# C6H32F6N6O10S2

10 unconnected molecules or ions with the total composition C6H32F6N6O10S2 in a non-equilibrium geometry (ωB97M-V/def2-TZVPD, the Open Molecules 2025 dataset).

Each line ends with the Mulliken charge.
Cartesian coordinates (Å):
N 3.493 0.325 0.304  0.075
H 3.628 -0.670 0.414  0.516
H 2.746 0.493 0.962  -0.210
H 3.241 0.531 -0.653  0.518
H 4.302 0.783 0.698  0.427
N -0.167 -0.076 -0.164  1.771
H -0.734 -0.482 0.566  0.292
H -0.906 -0.141 -0.849  -0.256
H 0.619 -0.623 -0.485  0.081
H -0.001 0.844 0.218  -0.533
N -0.116 -0.829 3.407  0.106
H -0.112 -0.815 4.417  0.452
H 0.219 -1.743 3.137  0.393
H 0.485 -0.148 2.966  -0.022
H -1.040 -0.600 3.069  0.307
N -1.267 -2.399 -2.413  -0.044
H -0.796 -2.953 -1.712  0.362
H -1.792 -1.660 -1.965  -0.137
H -1.920 -2.920 -2.980  0.412
H -0.551 -1.866 -2.884  0.550
N -2.425 2.249 2.528  -0.120
H -3.206 2.654 2.032  0.382
H -2.510 2.585 3.476  0.397
H -1.622 2.496 1.967  0.130
H -2.396 1.248 2.397  0.247
N -1.795 2.476 -1.759  0.039
H -1.180 2.446 -2.560  0.402
H -1.315 2.750 -0.914  0.236
H -2.232 1.602 -1.505  -0.118
H -2.540 3.136 -1.931  0.446
C 2.362 -4.852 0.804  0.369
F 1.295 -5.569 1.273  -0.207
F 3.425 -5.152 1.585  -0.189
F 2.691 -5.151 -0.483  -0.193
S 1.807 -2.988 0.914  1.395
O 3.047 -2.197 0.780  -0.859
O 0.877 -2.699 -0.211  -0.693
O 1.173 -2.866 2.229  -0.893
C 2.307 0.699 -4.811  0.299
F 2.788 -0.525 -5.138  -0.211
F 3.361 1.498 -4.638  -0.205
F 1.556 1.138 -5.824  -0.198
S 1.290 0.677 -3.158  1.478
O 2.312 0.604 -2.116  -0.956
O 0.468 1.906 -3.178  -0.848
O 0.485 -0.571 -3.222  -0.946
O -0.576 2.763 0.589  -1.046
C 0.775 3.088 0.994  -0.670
C 1.508 2.426 2.213  -0.804
O 1.704 1.024 2.254  -1.120
H 0.802 4.140 1.281  0.379
H 1.506 2.985 0.192  0.317
H 0.932 2.771 3.072  0.418
H 2.450 2.920 2.451  0.416
O -2.236 -0.351 1.756  -0.976
C -3.385 -0.825 1.030  -0.921
C -3.776 -0.380 -0.471  -0.608
O -2.746 -0.183 -1.425  -1.118
H -4.152 -0.655 1.785  0.449
H -3.227 -1.903 1.060  0.273
H -4.362 0.539 -0.498  0.336
H -4.572 -1.005 -0.874  0.429

## Properties
**E_HOMO**: -7.38 eV
**Largest force on an atom**: 3.0 eV Å⁻¹
**Orbital gap**: 0.279 hartree
**Energy above the lowest of the compared OMol25 structures with the same formula, charge and spin**: 0.0 kJ/mol

# 3
# C6H34NO10S

11 unconnected molecules or ions with the total composition C6H34NO10S in a non-equilibrium geometry (ωB97M-V/def2-TZVPD, the Open Molecules 2025 dataset).

Each line ends with the Mulliken charge.
Cartesian coordinates (Å):
C -0.312 1.106 -3.036  -0.848
C -1.598 1.515 -2.345  -0.461
S -2.490 0.163 -1.514  -0.495
C 0.692 0.531 -2.033  -0.721
N 1.610 1.437 -1.365  -0.112
C 0.418 2.747 0.452  -1.357
C 1.369 1.607 0.101  0.170
C 2.789 1.854 0.754  -1.209
H 0.118 2.037 -3.429  0.286
H -0.513 0.410 -3.837  0.301
H -1.470 2.354 -1.656  0.021
H -2.298 2.009 -3.035  0.477
H 1.148 -0.369 -2.482  0.435
H 0.132 -0.088 -1.327  0.106
H 1.496 2.378 -1.733  0.294
H -0.172 2.493 1.312  0.222
H 1.020 3.608 0.761  0.431
H -0.255 3.046 -0.344  0.245
H 1.079 0.646 0.515  0.778
H 3.506 1.836 -0.056  0.505
H 2.816 2.684 1.453  0.252
H 3.070 0.902 1.209  0.111
H -3.827 1.174 1.172  0.427
H -2.355 0.647 1.053  0.192
O -3.122 0.681 1.638  -0.627
H -1.188 -1.997 3.245  0.306
H -1.729 -0.778 2.672  0.353
O -1.144 -1.044 3.403  -0.642
H -5.315 2.260 -0.594  0.272
H -4.270 1.073 -0.791  0.207
O -4.918 1.506 -0.152  -0.708
H -4.245 -2.426 1.363  0.379
H -4.197 -1.036 1.754  0.352
O -4.368 -1.897 2.176  -0.683
H 1.333 0.804 2.206  0.190
H 0.470 0.096 3.382  0.348
O 0.639 0.894 2.860  -0.579
H 3.341 -0.752 3.407  0.294
H 4.333 -2.020 3.146  0.284
O 3.616 -1.469 2.835  -0.662
H 3.022 -0.093 -3.458  0.392
H 3.286 -0.971 -2.234  0.270
O 3.574 -0.810 -3.134  -0.634
H 1.587 -4.425 -0.901  0.331
H 0.426 -4.374 -1.912  0.318
O 0.883 -4.954 -1.290  -0.654
H -2.807 -3.698 -0.247  0.274
H -2.910 -2.185 -0.682  0.180
O -3.371 -2.922 -0.256  -0.678
H 3.719 -1.638 -0.365  0.262
H 3.638 -2.150 1.137  0.425
O 3.745 -2.402 0.208  -0.622

## Properties
**E_HOMO**: -4.13 eV
**Net charge**: -1
**Largest force on an atom**: 2.1 eV Å⁻¹
**Orbital gap**: 0.230 hartree
**Energy above the lowest of the compared OMol25 structures with the same formula, charge and spin**: 240.4 kJ/mol

# 4
# C6H34NO10S

11 unconnected molecules or ions with the total composition C6H34NO10S in a non-equilibrium geometry (ωB97M-V/def2-TZVPD, the Open Molecules 2025 dataset).

Each line ends with the Löwdin spin population.
Cartesian coordinates (Å):
C -0.581 -0.370 0.896  0.001
N -0.006 0.618 1.813  0.000
C 0.740 1.635 1.095  0.002
C -0.006 2.674 0.263  0.102
S 0.891 3.504 -1.023  0.784
C -1.713 -1.162 1.546  0.000
C -1.023 -3.495 1.154  0.000
C -2.043 -2.427 0.752  0.000
H -0.958 0.135 -0.005  0.000
H 0.161 -1.068 0.505  0.000
H -0.771 0.933 2.403  0.000
H 1.312 2.183 1.837  0.000
H 1.484 1.107 0.505  0.000
H -1.019 2.441 -0.072  0.013
H -0.328 3.437 0.995  0.032
H -1.403 -1.428 2.560  0.000
H -2.561 -0.467 1.635  0.000
H 0.031 -3.250 1.224  0.000
H -1.068 -4.293 0.421  0.000
H -1.139 -3.972 2.134  0.000
H -3.042 -2.802 0.961  0.000
H -1.908 -2.277 -0.319  0.000
H -2.586 1.511 -1.498  0.000
H -1.887 1.990 -2.820  0.001
O -2.737 1.752 -2.412  0.000
H -3.032 1.053 -0.038  0.000
H -3.688 2.463 -0.246  0.000
O -3.743 1.634 0.221  0.001
H -3.768 -0.954 -1.674  0.000
H -3.187 0.038 -2.708  0.000
O -3.292 -0.907 -2.497  0.000
H 4.240 1.194 0.258  0.000
H 4.100 0.227 1.497  0.000
O 4.336 0.277 0.549  0.000
H 0.360 -2.828 -1.672  0.000
H 1.366 -2.729 -0.391  0.000
O 0.875 -3.296 -0.985  0.000
H 2.514 -1.670 2.567  0.000
H 1.180 -2.052 2.025  0.000
O 1.880 -2.414 2.594  0.000
H 2.387 1.680 3.444  0.000
H 1.480 0.535 3.344  0.000
O 2.323 0.786 3.781  0.000
H 0.877 1.467 -2.274  0.023
H 1.118 0.103 -1.622  0.001
O 0.459 0.600 -2.145  0.036
H 3.070 -0.612 -0.475  0.000
H 2.590 -1.807 -1.416  0.000
O 2.338 -0.960 -1.012  0.000
H -0.097 -0.644 -2.814  0.001
H -1.504 -1.334 -2.493  0.000
O -0.533 -1.461 -2.553  0.003

## Properties
**Expectation value of S²**: 0.7528
**E_HOMO (alpha / beta)**: -9.93 / -9.80 eV
**Multiplicity**: 2
**Largest force on an atom**: 2.4 eV Å⁻¹
**Orbital gap (alpha / beta)**: 0.360 / 0.246 hartree
**Energy above the lowest of the compared OMol25 structures with the same formula, charge and spin**: 0.0 kJ/mol

# 5
# C6H35N2O10

11 unconnected molecules or ions with the total composition C6H35N2O10 in a non-equilibrium geometry (ωB97M-V/def2-TZVPD, the Open Molecules 2025 dataset).

Each line ends with the Mulliken charge.
Cartesian coordinates (Å):
C -3.174 -1.327 -2.293  -1.145
C -2.304 -0.043 -2.240  -0.427
C -2.718 0.572 -0.834  0.190
C -1.818 1.548 -0.370  0.397
C -1.598 1.707 1.091  -1.005
N -0.230 1.539 1.504  -0.124
C 0.375 0.504 2.070  -0.053
N 1.698 0.521 2.324  -0.181
H -3.255 -1.699 -3.292  0.431
H -4.076 -1.120 -1.707  0.424
H -2.795 -2.072 -1.572  0.142
H -2.558 0.558 -3.119  0.355
H -1.253 -0.096 -2.289  0.266
H -3.832 0.949 -1.121  0.217
H -2.633 -0.380 -0.141  -0.500
H -2.039 2.577 -0.819  0.287
H -0.796 1.246 -0.730  -0.222
H -1.892 2.787 1.517  0.303
H -2.400 1.090 1.709  0.353
H 0.464 2.299 1.054  0.296
H -0.136 -0.275 2.459  0.530
H 2.391 1.151 1.864  0.146
H 2.146 -0.026 3.039  0.304
H 2.238 3.046 -1.759  0.348
H 2.786 4.103 -2.599  0.307
O 2.657 3.859 -1.667  -0.621
H 3.495 -2.180 2.082  0.279
H 3.735 -2.838 3.354  0.324
O 3.115 -2.098 2.970  -0.628
H 2.024 -1.280 -0.843  0.229
H 1.541 -1.745 -2.080  0.405
O 2.357 -1.420 -1.699  -0.727
H 2.497 0.300 -1.997  0.295
H 3.105 1.321 -2.780  0.300
O 2.367 1.160 -2.318  -0.552
H -1.641 5.123 0.460  0.284
H -0.356 4.724 -0.172  0.257
O -0.967 4.377 0.422  -0.554
H 3.248 1.132 -0.554  0.256
H 3.859 2.348 0.406  0.305
O 3.106 1.665 0.288  -0.621
H -4.202 -1.785 1.617  0.285
H -3.189 -1.916 0.420  0.349
O -4.100 -1.932 0.716  -0.546
H -0.400 -3.091 0.084  0.259
H 1.195 -2.968 0.374  0.406
O 0.387 -2.608 0.185  -0.536
H 3.626 -4.129 0.403  0.296
H 2.853 -3.393 -0.633  0.331
O 2.864 -3.473 0.390  -0.688
H -2.609 -2.939 2.694  0.304
H -1.274 -2.974 1.854  0.261
O -1.885 -2.403 2.281  -0.589

## Properties
**E_HOMO**: -12.87 eV
**Net charge**: +1
**Largest force on an atom**: 5.6 eV Å⁻¹
**Orbital gap**: 0.379 hartree
**Energy above the lowest of the compared OMol25 structures with the same formula, charge and spin**: 340.9 kJ/mol